ORCA calculation (the ωB97M-V functional and the def2-TZVPD basis) on a cluster of 2 separate species, C5H13NO in total at a distorted geometry.

Each line ends with the Löwdin charge.
Cartesian coordinates (Å):
C1 2.03 1.87 1.32  -0.1111
C2 1.53 1.05 0.18  -0.1893
C3 0.24 0.91 -0.15  -0.1103
C4 0.00 -0.03 -1.34  -0.2353
N1 -1.14 -0.97 -1.12  -0.1531
C5 -2.41 -0.47 -0.55  -0.1508
H1 1.31 2.35 1.94  0.0617
H2 2.63 1.18 1.93  0.0731
H3 2.78 2.62 0.97  0.0824
H4 2.25 0.38 -0.31  0.1056
H5 -0.63 1.08 0.58  0.1245
H6 -0.34 0.56 -2.26  0.1241
H7 0.92 -0.61 -1.45  0.0982
H8 -1.38 -1.27 -2.06  0.0928
H9 -2.40 -0.23 0.52  0.0645
H10 -2.78 0.47 -1.01  0.0762
H11 -3.10 -1.29 -0.79  0.0816
O1 -0.17 -2.69 1.21  -0.0646
H12 -0.01 -1.76 1.02  0.0021
H13 0.66 -3.14 1.38  0.0277

The calculation puts the relative energy (zero: lowest compared OMol25 entry of this formula, charge and spin) at 235.7 kJ/mol. Its HOMO energy is -8.52 eV. Its SMILES is C/C=C/CNC.O.